[1]
# C40H84N4O25

A 11-piece molecular cluster, C40H84N4O25 overall (ωB97M-V/def2-TZVPD, OMol25).

Each line ends with the Löwdin charge.
Positions of all 153 atoms, in Å:
O1 -7.640 -1.183 -5.335  0.086
O2 -2.708 3.853 4.112  0.081
O3 -1.594 3.260 6.051  0.003
O4 -9.356 -2.788 -5.527  0.009
O5 8.245 -2.755 2.123  0.008
O6 -9.343 -4.323 3.724  0.024
O7 5.496 0.291 -2.707  0.110
O8 6.121 -1.030 -4.445  0.015
O9 0.594 1.047 -9.282  0.095
O10 6.720 -4.337 2.834  0.093
O11 3.441 7.806 3.941  0.016
O12 6.010 1.105 -4.745  -0.002
O13 -11.067 -5.754 3.410  -0.036
O14 2.019 -0.210 -7.969  0.005
O15 -2.084 5.308 5.748  0.077
O16 -9.503 -5.444 1.741  0.113
O17 0.056 0.145 -7.222  0.005
O18 3.016 -8.587 -3.101  -0.028
O19 4.667 7.634 5.804  0.148
O20 1.255 -4.931 5.360  0.027
O21 4.278 9.590 4.847  0.021
O22 0.930 -0.451 1.375  -0.044
O23 0.834 5.639 -2.219  -0.012
O24 -7.951 -3.044 -3.931  0.005
O25 8.628 -4.781 1.745  0.067
N1 -0.766 -0.379 -0.161  -0.196
N2 2.239 -7.053 -1.569  -0.205
N3 -1.000 6.708 -3.151  -0.176
N4 2.337 -4.216 7.281  -0.224
C1 -7.881 -2.458 4.337  -0.066
C2 -2.171 4.115 5.214  -0.546
C3 7.162 -1.369 3.906  -0.054
C4 8.423 -6.176 1.755  -0.022
C5 5.977 -2.243 -3.755  -0.051
C6 -2.288 7.392 -2.897  -0.061
C7 5.878 0.115 -3.855  -0.584
C8 7.769 -4.042 2.236  -0.614
C9 4.886 10.347 5.894  -0.036
C10 -1.721 -1.167 0.661  -0.022
C11 -8.257 -3.471 3.255  -0.201
C12 -1.566 2.021 -6.974  -0.059
C13 -1.189 0.031 -1.466  -0.072
C14 4.145 5.477 3.575  -0.062
C15 5.384 3.175 -5.648  -0.044
C16 0.465 -0.093 0.259  -0.317
C17 2.207 -5.472 7.966  -0.059
C18 -1.320 0.500 -7.350  -0.192
C19 3.409 -7.155 -0.740  -0.061
C20 3.034 6.452 3.868  -0.222
C21 -0.442 6.780 -4.518  -0.042
C22 7.390 -1.680 2.393  -0.219
C23 5.926 2.445 -4.377  -0.201
C24 -2.482 6.452 5.184  -0.324
C25 -11.758 -6.666 2.543  -0.057
C26 3.160 -0.070 -8.773  -0.034
C27 -8.242 -2.203 -4.924  -0.491
C28 -9.953 -5.132 2.824  -0.518
C29 -9.882 -2.069 -6.637  -0.246
C30 0.900 0.395 -8.272  -0.549
C31 -6.866 -2.766 -3.079  -0.055
C32 4.212 8.292 4.932  -0.635
C33 2.105 -7.832 -2.691  -0.298
C34 1.931 -4.145 5.966  -0.350
C35 1.249 -5.983 -1.315  -0.043
C36 -2.483 7.668 5.977  -0.073
C37 -9.215 -2.533 -7.913  -0.075
C38 3.101 -3.164 7.954  -0.052
C39 -0.310 6.102 -2.146  -0.334
C40 -1.451 1.910 5.685  -0.039
H1 -8.495 -1.560 4.280  0.070
H2 -3.442 6.398 4.670  0.133
H3 4.114 -3.567 7.938  0.085
H4 1.126 -7.604 -3.142  0.124
H5 4.032 -8.004 -1.021  0.084
H6 -2.955 8.431 5.358  0.088
H7 -9.675 -2.173 -8.833  0.080
H8 4.958 5.366 4.292  0.076
H9 3.958 -0.349 -8.085  0.099
H10 3.100 -7.350 0.287  0.090
H11 2.771 -3.063 8.988  0.084
H12 -11.030 -7.401 2.200  0.086
H13 -12.517 -7.261 3.051  0.095
H14 6.441 -0.580 4.122  0.072
H15 3.074 -2.194 7.458  0.087
H16 -2.529 7.594 -1.854  0.081
H17 0.470 -6.023 -2.076  0.076
H18 8.111 -1.087 4.363  0.066
H19 4.866 4.102 -5.399  0.068
H20 -1.830 -0.164 -6.653  0.116
H21 6.942 2.691 -4.070  0.130
H22 -1.262 2.702 -7.769  0.067
H23 4.056 -6.278 -0.767  0.088
H24 -1.563 1.355 6.616  0.097
H25 -2.707 -0.765 0.892  0.084
H26 2.183 6.402 3.189  0.125
H27 -7.362 -3.991 2.913  0.119
H28 -1.345 -1.308 1.674  0.082
H29 5.184 2.470 -3.579  0.121
H30 1.020 0.562 -0.430  0.135
H31 -2.269 8.406 -3.297  0.082
H32 -6.878 -2.037 4.265  0.076
H33 3.219 -5.865 8.065  0.094
H34 -12.052 -6.133 1.639  0.095
H35 -3.039 7.577 6.911  0.090
H36 -5.869 -2.830 -3.514  0.100
H37 -8.587 -2.974 2.343  0.119
H38 2.382 -3.253 5.504  0.130
H39 3.186 -0.685 -9.673  0.100
H40 4.538 2.595 -6.015  0.071
H41 3.767 4.458 3.487  0.079
H42 -0.522 1.683 5.161  0.103
H43 6.164 -2.923 -4.587  0.098
H44 -6.972 -1.764 -2.665  0.094
H45 6.724 -2.413 -2.980  0.098
H46 -2.064 0.676 -1.377  0.088
H47 4.626 11.375 5.641  0.095
H48 -0.455 0.589 -2.046  0.090
H49 -10.905 -2.444 -6.672  0.120
H50 0.819 -6.121 -0.322  0.087
H51 6.898 -2.222 4.531  0.064
H52 -1.838 6.681 4.335  0.135
H53 4.589 5.787 2.630  0.083
H54 1.594 -5.215 8.830  0.093
H55 7.464 -6.424 1.303  0.096
H56 5.971 10.293 5.975  0.093
H57 -2.626 2.220 -6.815  0.065
H58 -9.897 -0.980 -6.633  0.124
H59 2.570 6.340 4.849  0.122
H60 -2.318 1.681 5.066  0.091
H61 -1.479 8.077 6.093  0.084
H62 6.451 -1.908 1.889  0.119
H63 1.745 -5.015 -1.387  0.086
H64 7.829 -0.860 1.825  0.122
H65 -1.825 -2.112 0.128  0.087
H66 5.023 -2.489 -3.287  0.098
H67 1.671 -6.224 7.388  0.085
H68 9.166 -6.739 1.190  0.099
H69 -1.085 2.316 -6.042  0.066
H70 8.331 -6.615 2.748  0.103
H71 -0.841 6.193 -1.185  0.128
H72 -6.958 -3.365 -2.173  0.096
H73 6.129 3.405 -6.410  0.073
H74 -1.234 6.602 -5.246  0.080
H75 -9.357 -3.609 -8.018  0.074
H76 -8.136 -2.403 -7.831  0.079
H77 -1.499 -0.864 -2.007  0.085
H78 -0.038 7.773 -4.712  0.088
H79 4.575 10.077 6.904  0.096
H80 -3.166 6.910 -3.327  0.082
H81 0.298 6.031 -4.803  0.085
H82 3.213 0.983 -9.050  0.099
H83 -8.093 -2.870 5.323  0.080
H84 -1.745 0.380 -8.347  0.117

Values from the calculation:
gap between HOMO and LUMO: 9.141 eV
M: 1021.115 g mol⁻¹
total energy: -99986.187 eV

---

[2]
# C40H84O26S8

A 14-piece molecular cluster, C40H84O26S8 overall (ωB97M-V/def2-TZVPD, OMol25).

Each line ends with the Löwdin charge.
Positions of all 158 atoms, in Å:
S1 -12.263 -24.057 -20.104  0.847
S2 -16.581 -20.459 -19.395  0.867
S3 -20.732 -21.813 -21.688  0.838
S4 -17.203 -15.713 -17.463  0.839
S5 -13.539 -16.542 -22.341  0.784
S6 -20.821 -23.057 -16.897  0.883
S7 -10.933 -20.123 -19.490  0.838
S8 -22.217 -18.278 -18.787  0.826
O1 -10.698 -21.821 -14.913  0.108
O2 -19.834 -23.427 -17.989  -0.573
O3 -15.196 -25.039 -15.732  0.094
O4 -12.991 -21.020 -23.028  0.058
O5 -11.044 -20.117 -13.493  0.163
O6 -11.232 -20.029 -24.010  0.143
O7 -22.542 -19.686 -18.324  -0.587
O8 -13.205 -14.473 -16.244  0.129
O9 -12.678 -22.958 -19.114  -0.570
O10 -16.857 -23.975 -22.013  0.071
O11 -18.545 -25.090 -21.184  0.106
O12 -10.436 -19.518 -18.198  -0.565
O13 -16.940 -19.291 -11.893  0.076
O14 -12.683 -20.875 -14.838  0.052
O15 -16.693 -24.898 -19.949  0.113
O16 -13.953 -15.124 -22.430  -0.547
O17 -12.094 -21.918 -24.840  0.100
O18 -14.810 -19.645 -11.414  0.086
O19 -13.794 -16.426 -15.293  0.099
O20 -15.505 -23.551 -14.098  0.159
O21 -13.076 -16.381 -17.383  0.059
O22 -15.758 -17.739 -10.715  0.161
O23 -18.593 -15.839 -18.028  -0.583
O24 -20.751 -20.764 -22.778  -0.568
O25 -15.864 -19.228 -18.907  -0.565
O26 -17.024 -23.822 -15.799  0.026
C1 -14.963 -18.484 -15.214  -0.004
C2 -13.332 -17.763 -17.084  -0.080
C3 -23.579 -17.216 -18.359  -0.282
C4 -15.011 -17.599 -22.277  -0.239
C5 -16.065 -15.788 -18.893  -0.227
C6 -17.307 -24.701 -20.979  -0.551
C7 -18.987 -24.792 -22.525  -0.061
C8 -15.765 -25.323 -17.027  -0.311
C9 -17.478 -20.946 -13.615  -0.010
C10 -20.130 -21.729 -15.869  -0.266
C11 -11.442 -22.363 -16.013  -0.318
C12 -12.456 -19.168 -19.951  -0.244
C13 -13.757 -22.206 -23.209  -0.082
C14 -19.802 -21.008 -20.294  -0.238
C15 -12.021 -20.927 -23.931  -0.564
C16 -20.999 -17.565 -17.608  -0.248
C17 -9.782 -19.615 -20.866  -0.215
C18 -15.365 -21.846 -19.495  -0.225
C19 -15.840 -24.077 -15.113  -0.550
C20 -17.036 -13.935 -17.099  -0.241
C21 -11.432 -20.809 -14.393  -0.552
C22 -17.215 -24.237 -24.331  -0.013
C23 -13.031 -25.615 -19.533  -0.239
C24 -17.186 -24.785 -16.823  -0.109
C25 -17.855 -23.855 -23.011  -0.307
C26 -10.496 -24.548 -19.864  -0.224
C27 -12.939 -16.954 -24.027  -0.224
C28 -20.551 -24.250 -15.528  -0.245
C29 -11.524 -23.863 -16.010  -0.013
C30 -12.365 -24.114 -23.999  -0.027
C31 -13.334 -15.674 -16.275  -0.597
C32 -15.845 -18.798 -11.260  -0.565
C33 -12.807 -21.685 -15.955  -0.102
C34 -15.236 -20.608 -12.369  -0.120
C35 -15.621 -26.780 -17.185  -0.031
C36 -13.639 -17.821 -15.573  -0.265
C37 -17.494 -21.097 -17.909  -0.236
C38 -16.743 -20.656 -12.298  -0.290
C39 -22.393 -21.722 -20.906  -0.244
C40 -13.090 -22.847 -24.428  -0.290
H1 -14.578 -27.090 -17.309  0.081
H2 -10.377 -19.114 -21.629  0.028
H3 -12.232 -24.804 -24.832  0.087
H4 -14.902 -19.541 -15.468  0.070
H5 -18.157 -22.807 -23.059  0.146
H6 -10.924 -22.037 -16.918  0.129
H7 -10.065 -25.013 -20.750  0.049
H8 -19.976 -17.914 -17.715  0.028
H9 -14.500 -21.510 -20.062  0.026
H10 -17.434 -24.402 -17.812  0.095
H11 -22.656 -20.698 -20.641  0.029
H12 -19.609 -24.090 -15.009  0.042
H13 -11.697 -24.151 -14.969  0.101
H14 -23.758 -17.098 -17.293  0.063
H15 -12.329 -16.137 -24.412  0.054
H16 -9.492 -20.565 -21.317  0.029
H17 -20.601 -25.223 -16.015  0.050
H18 -15.875 -27.304 -16.262  0.100
H19 -23.416 -16.274 -18.889  0.056
H20 -23.169 -22.113 -21.562  0.047
H21 -19.145 -22.054 -15.529  0.021
H22 -12.795 -18.200 -14.997  0.149
H23 -22.475 -22.218 -19.936  0.050
H24 -21.393 -24.088 -14.854  0.054
H25 -17.330 -22.005 -13.828  0.058
H26 -21.070 -16.484 -17.709  0.043
H27 -12.384 -18.273 -17.261  0.107
H28 -16.308 -23.694 -24.582  0.071
H29 -17.963 -22.077 -17.977  0.021
H30 -18.549 -20.809 -13.473  0.082
H31 -15.063 -15.514 -18.574  0.050
H32 -10.279 -25.232 -19.044  0.052
H33 -15.816 -22.686 -20.020  0.026
H34 -20.709 -21.413 -15.002  0.071
H35 -12.713 -26.446 -20.164  0.062
H36 -13.629 -22.378 -15.764  0.123
H37 -12.371 -18.082 -19.948  0.051
H38 -15.748 -17.947 -15.748  0.076
H39 -18.179 -20.318 -17.571  0.042
H40 -8.885 -19.085 -20.559  0.057
H41 -16.112 -27.221 -18.053  0.097
H42 -17.143 -25.321 -24.441  0.091
H43 -24.462 -17.574 -18.891  0.053
H44 -12.806 -19.468 -20.942  0.027
H45 -20.441 -20.305 -19.758  0.023
H46 -19.047 -25.695 -23.137  0.130
H47 -12.309 -17.841 -24.081  0.027
H48 -17.956 -24.068 -25.120  0.097
H49 -15.496 -17.519 -21.310  0.023
H50 -21.326 -17.850 -16.605  0.057
H51 -17.441 -13.286 -17.877  0.060
H52 -13.630 -22.773 -22.285  0.090
H53 -15.962 -13.743 -17.058  0.045
H54 -14.188 -18.141 -17.644  0.098
H55 -14.111 -25.561 -19.670  0.028
H56 -12.361 -24.228 -16.601  0.061
H57 -15.115 -22.108 -18.469  0.041
H58 -14.713 -18.611 -22.558  0.039
H59 -10.039 -23.577 -19.672  0.043
H60 -15.259 -24.832 -17.860  0.121
H61 -19.987 -20.818 -16.452  0.035
H62 -13.878 -16.885 -24.578  0.046
H63 -16.483 -15.056 -19.589  0.063
H64 -13.258 -19.474 -19.280  0.012
H65 -11.441 -23.929 -23.452  0.091
H66 -12.983 -24.648 -23.272  0.072
H67 -16.223 -16.740 -19.394  0.014
H68 -19.981 -24.377 -22.664  0.100
H69 -17.049 -21.413 -11.572  0.156
H70 -16.800 -21.096 -17.062  0.048
H71 -19.421 -21.730 -19.575  0.002
H72 -17.037 -20.405 -14.451  0.075
H73 -17.590 -13.683 -16.197  0.050
H74 -15.147 -18.293 -14.156  0.089
H75 -19.014 -20.385 -20.713  0.022
H76 -17.920 -25.550 -16.566  0.138
H77 -13.013 -21.111 -16.862  0.126
H78 -14.889 -21.583 -12.023  0.137
H79 -10.541 -24.239 -16.293  0.086
H80 -13.724 -23.148 -25.261  0.150
H81 -14.842 -20.372 -13.356  0.103
H82 -14.828 -21.995 -23.237  0.130
H83 -12.729 -25.737 -18.494  0.046
H84 -15.619 -17.225 -23.104  0.055

Values from the calculation:
gap between HOMO and LUMO: 8.137 eV
M: 1237.622 g mol⁻¹
total energy: -182753.461 eV

---

Q: The highest gap between HOMO and LUMO belongs to which entry?
A: C40H84N4O25

---

Q: Among the records above, which one has the lowest M?
A: C40H84N4O25